No. 1
DFT (ωB97M-V/def2-TZVPD) results for the molecule C6H9N.

Values from the calculation:
HOMO level = -9.437 eV
SMILES = CC#CC[C@H]1CN1
Maximum force = 0.5 eV/A
Energy relative to the best compared isomer or geometry (same formula, charge and spin) = 2.857 eV

Structure (XYZ):
```
16
C6H9N | the OMol25 dataset | ωB97M-V/def2-TZVPD
C -2.11 -2.12 1.34
H 0.57 1.69 0.89
N 1.80 1.43 -1.45
H -2.75 -2.04 0.46
H -1.67 -3.13 1.34
C -0.19 -0.28 1.18
H -2.74 -2.02 2.23
C 0.44 0.96 -1.74
H 0.26 0.37 -2.64
C -1.06 -1.11 1.29
H 2.46 1.05 -2.13
H 1.77 0.52 1.44
H -0.35 1.67 -1.49
C 0.89 0.64 0.80
H 1.59 -0.66 -0.82
C 1.23 0.35 -0.65
```

The computed Löwdin charges, all in e, follow: -0.112, 0.120, 0.016, 0.077, 0.076, -0.043, 0.074, -0.149, 0.102, -0.083, 0.088, 0.115, 0.105, -0.171, 0.142, -0.356

***

No. 2
DFT (ωB97M-V/def2-TZVPD) results for a cluster of 2 separate species, C9H14 in total.

Values from the calculation:
⟨S²⟩ = 0.771
HOMO level (spin up / spin down) = -13.346 / -13.341 eV
Maximum force = 5.7 eV/A
Spin multiplicity = 2
Net charge = +1
Energy relative to the best compared isomer or geometry (same formula, charge and spin) = 2.793 eV

Structure (XYZ):
```
23
C9H14 | the OMol25 dataset | ωB97M-V/def2-TZVPD
H 2.07 -0.63 -1.23
H -1.97 1.29 -1.86
C -0.97 -0.11 -3.34
C 0.18 0.56 2.11
H 2.92 1.47 0.19
C -0.13 -0.57 1.39
H 0.26 -1.97 -0.28
H -1.34 -1.87 2.74
C 0.61 -1.14 0.35
H -1.83 1.70 -3.57
H -0.24 0.47 -3.95
H -1.42 -1.02 -3.68
H -0.42 1.10 2.82
H -2.93 0.63 -2.54
H 1.69 1.95 2.26
C 2.06 0.79 0.50
H -1.71 -1.94 1.07
C -2.03 0.94 -2.95
H -2.43 -0.61 1.96
C -1.47 -1.28 1.87
H -0.46 -0.42 -2.31
C 1.38 1.14 1.70
C 1.68 -0.35 -0.23
```

The computed Löwdin charges, all in e, follow: 0.132, 0.079, -0.139, 0.010, 0.159, -0.164, 0.145, 0.078, 0.068, 0.020, 0.081, 0.049, 0.138, 0.040, 0.109, 0.040, 0.061, -0.161, 0.143, 0.011, 0.063, 0.037, 0.002

***

No. 3
DFT (ωB97M-V/def2-TZVPD) results for a structure of composition C26H31CrN4O6S3.

Values from the calculation:
⟨S²⟩ = 3.776
HOMO level (spin up / spin down) = -1.679 / -1.838 eV
Maximum force = 0.5 eV/A
Spin multiplicity = 4
Net charge = -2
Energy relative to the best compared isomer or geometry (same formula, charge and spin) = 0.048 eV

Structure (XYZ):
```
71
C26H31CrN4O6S3 | the OMol25 dataset | ωB97M-V/def2-TZVPD
H -0.01 -5.34 0.83
C 1.87 2.38 0.44
H 1.57 -5.09 -2.45
C -1.79 1.45 -0.43
N 2.95 0.50 -0.75
H 1.02 -6.18 -0.35
H 0.48 -1.03 -3.07
C 0.23 -2.88 -0.25
H 1.62 2.48 7.89
C 2.45 1.00 6.59
H -4.15 2.49 -2.75
C 0.50 2.33 6.05
H 3.25 0.73 7.27
N -0.32 -0.53 -0.46
C -3.59 1.76 -2.14
C -0.07 1.31 -2.19
O 1.79 3.61 0.48
H 2.02 0.22 -1.04
H -4.31 1.22 -1.52
S 2.49 -1.76 1.80
H -0.20 3.10 6.34
S 3.31 -0.87 4.64
H -1.33 0.83 -4.58
O -2.10 -0.68 4.23
H -2.40 2.23 -4.59
C -2.09 -0.24 -2.18
H -1.67 -1.01 -2.82
H -0.17 2.85 -3.70
S -1.97 -0.69 2.79
H -0.89 3.81 -1.53
Cr 0.23 -0.13 1.48
H -3.08 3.15 -0.57
C 0.88 -5.24 0.20
H -2.47 0.89 0.20
C -2.57 2.47 -1.26
H 3.19 -0.10 0.03
H -1.10 1.98 0.22
H -0.13 -2.86 0.77
O -1.33 0.64 2.30
C 1.47 -3.12 -4.33
C -1.86 1.53 -3.93
C 0.36 1.71 4.83
C 0.75 -4.07 -0.73
H -2.17 4.01 -2.75
C 0.13 -1.71 -1.03
H 2.24 -2.38 -4.54
C 1.04 -3.05 -2.88
O -3.19 -0.94 2.06
C 0.54 -1.86 -2.38
C 2.32 0.37 5.36
O 1.09 1.58 1.07
H 0.58 0.71 -2.83
C -0.86 2.30 -3.06
H 0.63 -2.90 -5.00
C 1.53 1.98 6.93
O -0.84 -1.60 2.33
H -0.44 1.95 4.14
H 1.72 -5.11 0.88
N 1.30 0.00 3.30
H 0.58 1.89 -1.53
H 3.33 2.49 -0.93
C -1.61 3.27 -2.15
N 2.92 1.83 -0.29
C -1.01 0.45 -1.32
C 2.29 -0.84 3.20
C 1.16 -4.16 -2.06
H -3.57 0.23 -3.68
C 1.28 0.72 4.48
H -2.78 -0.74 -1.49
C -2.85 0.77 -3.05
H 1.86 -4.10 -4.58
```

The computed Löwdin charges, all in e, follow: 0.076, -0.724, 0.093, -0.092, 0.026, 0.060, 0.085, -0.048, 0.085, -0.121, 0.108, -0.092, 0.093, -0.025, -0.132, -0.078, -0.015, 0.032, 0.118, 0.650, 0.093, 0.996, 0.114, -0.323, 0.108, -0.077, 0.103, 0.132, 0.338, 0.121, 0.811, 0.137, -0.062, 0.110, -0.278, -0.014, 0.107, 0.075, -0.430, -0.073, -0.129, 0.012, -0.288, 0.109, -0.281, 0.072, -0.294, -0.326, -0.023, -0.474, -0.133, 0.099, -0.286, 0.069, -0.124, -0.430, 0.112, 0.070, -0.087, 0.104, 0.107, -0.123, -0.035, -0.414, -1.099, -0.057, 0.129, -0.267, 0.136, -0.294, 0.060

***

No. 4
DFT (ωB97M-V/def2-TZVPD) results for the molecule C2H3N3O.

Values from the calculation:
HOMO level = -8.586 eV
SMILES = Nc1conn1
Maximum force = 8.3 eV/A
Energy relative to the best compared isomer or geometry (same formula, charge and spin) = 4.521 eV

Structure (XYZ):
```
9
C2H3N3O | the OMol25 dataset | ωB97M-V/def2-TZVPD
O -0.20 -1.59 0.12
C -0.35 -0.63 -0.76
N 0.58 0.22 0.91
H -0.53 -0.73 -1.85
N -0.28 1.93 -0.78
H -0.50 2.88 -0.08
N 0.43 -0.89 1.19
H -1.08 1.69 -1.57
C 0.11 0.64 -0.35
```

The computed Löwdin charges, all in e, follow: -0.004, -0.161, 0.025, 0.133, -0.010, 0.197, 0.012, 0.153, -0.345

***

No. 5
DFT (ωB97M-V/def2-TZVPD) results for a structure of composition C2H9NP2.

Values from the calculation:
HOMO level = -8.127 eV
Maximum force = 4.7 eV/A
Energy relative to the best compared isomer or geometry (same formula, charge and spin) = 2.168 eV

Structure (XYZ):
```
14
C2H9NP2 | the OMol25 dataset | ωB97M-V/def2-TZVPD
P 0.92 1.64 -0.06
N 1.06 0.34 0.75
H 3.30 -0.64 0.44
H 1.88 -1.83 1.39
H 0.34 2.64 0.70
H 0.13 1.54 -1.33
H 2.06 2.36 -0.15
H -1.47 -1.02 -1.74
H -1.66 -2.29 -0.40
H -2.57 -0.62 1.02
C -1.66 -1.27 -0.75
H -2.13 0.58 -0.19
C -2.07 -0.38 0.18
P 1.87 -1.05 0.15
```

The computed Löwdin charges, all in e, follow: 0.604, -0.736, -0.122, -0.131, -0.045, -0.003, -0.068, 0.026, 0.045, 0.013, -0.077, 0.005, -0.070, 0.560

***

No. 6
DFT (ωB97M-V/def2-TZVPD) results for a cluster of 2 separate species, C5H11FN2O3 in total.

Values from the calculation:
HOMO level = -10.209 eV
SMILES = NC(=O)CC[C@H](N)C(=O)O.F
Maximum force = 5.8 eV/A
Energy relative to the best compared isomer or geometry (same formula, charge and spin) = 0.000 eV

Structure (XYZ):
```
22
C5H11FN2O3 | the OMol25 dataset | ωB97M-V/def2-TZVPD
H -1.65 0.12 -2.17
C 0.65 -0.41 0.30
H 1.31 0.38 0.72
H -0.57 2.75 -1.69
C 1.21 -1.66 0.99
H -2.28 1.37 -0.18
H 2.77 -0.52 1.84
H -1.54 -0.80 0.56
O 0.67 -2.74 0.87
C -0.49 2.32 0.05
H -0.13 0.48 -2.00
H 0.88 -0.40 -0.76
H 2.55 -2.01 2.50
N 2.36 -1.41 1.75
H -0.82 0.41 1.43
C -0.81 -0.02 0.56
H -0.48 -2.96 -1.06
N -1.01 0.80 -1.80
F -0.79 -2.54 -1.80
C -1.16 1.08 -0.39
O -0.19 2.56 1.20
O -0.47 3.21 -0.92
```

The computed Löwdin charges, all in e, follow: 0.099, -0.086, 0.119, 0.035, -0.476, 0.210, 0.087, 0.126, 0.049, -0.522, 0.037, 0.106, 0.080, 0.169, 0.053, -0.125, 0.035, 0.081, -0.048, -0.318, 0.121, 0.168

***

- Which of these has the lowest energy relative to the best compared isomer or geometry (same formula, charge and spin)?
  C5H11FN2O3

***

- What is the energy relative to the best compared isomer or geometry (same formula, charge and spin) in the second record?
  2.793 eV

***

- Look up the energy relative to the best compared isomer or geometry (same formula, charge and spin) of the second one.
  2.793 eV